Record 1
{
  "formula": "C8H13NO3P",
  "method": "wB97M-V/def2-TZVPD",
  "homo_ev": -5.0,
  "total_charge": -1,
  "total_energy_ev": -25428.088,
  "symbols": ["C", "C", "C", "C", "C", "C", "C", "C", "N", "O", "O", "O", "P", "H", "H", "H", "H", "H", "H", "H", "H", "H", "H", "H", "H", "H"],
  "xyz": [[3.07060, 1.97119, -0.42616], [-0.94533, -3.49007, -0.63145], [-0.63873, 2.25397, 0.46229], [2.43956, 0.82629, -0.37366], [-0.77025, -2.51935, 0.24617], [-1.25415, 1.14756, 0.86892], [1.98504, 0.06788, 0.85176], [0.41319, -1.63653, 0.07495], [0.79052, -0.77683, 0.88619], [-3.57624, 1.30938, -0.55702], [-3.16079, -0.81195, 0.74743], [-1.67575, -0.30684, -1.33951], [-2.45489, 0.18182, -0.20353], [3.06978, 2.50029, -1.39146], [3.58379, 2.43105, 0.38188], [-1.71280, -4.21362, -0.90087], [-0.26475, -3.42367, -1.39875], [-0.84532, 2.73405, -0.55307], [0.13980, 2.92882, 0.97850], [1.84673, 0.58727, -1.23658], [-1.26759, -2.26908, 1.24341], [1.85610, 0.51664, 1.83051], [2.84361, -0.60414, 0.86757], [0.92434, -1.78969, -0.95168], [-3.18532, 1.67406, -1.34670], [-1.21113, 0.71149, 1.87086]]
}

---

Record 2
{
  "formula": "C42H52Cl3CsGe2N5O2S3Si",
  "method": "wB97M-V/def2-TZVPD",
  "multiplicity": 2,
  "homo_ev": [-0.8, -0.8],
  "total_charge": -2,
  "total_energy_ev": -247474.573,
  "symbols": ["Cs", "N", "C", "S", "N", "N", "C", "C", "C", "C", "C", "C", "C", "C", "C", "C", "C", "C", "N", "H", "H", "H", "H", "H", "H", "H", "H", "H", "H", "H", "O", "S", "C", "C", "C", "C", "S", "O", "C", "C", "C", "C", "C", "C", "C", "C", "C", "C", "C", "C", "H", "H", "H", "H", "H", "H", "H", "H", "H", "H", "H", "H", "H", "H", "H", "H", "H", "H", "C", "Si", "C", "C", "C", "C", "C", "C", "C", "H", "H", "H", "H", "H", "H", "H", "H", "H", "H", "H", "Cl", "Ge", "Cl", "Cl", "N", "C", "H", "C", "Ge", "C", "C", "C", "H", "H", "H", "H", "H", "H", "H", "H", "H", "H", "H"],
  "xyz": [[-1.96789, -1.51687, -0.63012], [-0.04494, -5.80450, -0.31157], [0.47408, -4.59914, 0.15255], [2.02448, -4.20203, -0.48582], [-0.20587, -4.05215, 1.10493], [-0.08507, -2.80840, 1.56912], [-0.29089, -2.67080, 2.85768], [-0.31554, -3.86811, 3.75687], [-1.47614, -4.60285, 3.97507], [-1.46163, -5.71470, 4.80322], [-0.28324, -6.11179, 5.42037], [0.88022, -5.38869, 5.20024], [0.86447, -4.28039, 4.36727], [-0.46618, -1.39570, 3.43727], [-0.92681, -1.24055, 4.77552], [-1.02929, -0.01687, 5.34959], [-0.48629, 1.13974, 4.58575], [-0.79207, 1.03640, 3.07775], [-0.33349, -0.24812, 2.61549], [0.33240, -6.08171, -1.20047], [-1.04349, -5.91041, -0.20127], [-2.39665, -4.28392, 3.50102], [-2.37167, -6.27920, 4.96832], [-0.26881, -6.97543, 6.07431], [1.80615, -5.68704, 5.67773], [1.77245, -3.71430, 4.19213], [-1.24161, -2.12418, 5.31583], [-1.44792, 0.12529, 6.33720], [-0.70180, 2.10730, 5.03497], [-1.52483, 1.59907, 2.51106], [0.20587, -1.62045, -1.60953], [0.54019, -2.62405, -2.64505], [-0.19092, -1.83980, -4.16971], [0.14031, -0.36040, -4.23863], [-0.62910, 0.40063, -5.32029], [-2.14425, 0.30539, -5.22827], [-2.93956, 0.91597, -3.68702], [-2.44263, 0.09054, -2.54527], [-2.07727, 2.48503, -3.67241], [-1.01408, 2.71127, -2.81499], [-0.31725, 3.91714, -2.92917], [-0.74187, 4.89421, -3.79999], [-1.87623, 4.69059, -4.59590], [-2.53886, 3.48331, -4.53065], [2.24526, -2.26772, -3.14227], [2.77765, -2.70456, -4.34528], [4.09433, -2.40091, -4.66464], [4.88101, -1.68103, -3.77720], [4.34832, -1.26546, -2.56348], [3.03104, -1.55786, -2.24789], [-1.26652, -1.99961, -4.05430], [0.15920, -2.39632, -5.04162], [1.21070, -0.23282, -4.41811], [-0.07322, 0.08131, -3.26510], [-0.33109, 0.02575, -6.30701], [-0.33993, 1.45351, -5.27027], [-2.51295, -0.71758, -5.32585], [-2.61459, 0.91230, -6.00666], [-0.66114, 1.90289, -2.19687], [0.53348, 4.09961, -2.28609], [-0.20581, 5.83395, -3.86148], [-2.22165, 5.46993, -5.26438], [-3.40671, 3.28943, -5.15411], [2.17962, -3.27888, -5.04242], [4.50548, -2.72410, -5.61366], [5.91195, -1.45509, -4.02176], [4.95450, -0.71989, -1.85037], [2.60106, -1.25160, -1.30467], [2.27388, 3.14865, 1.88734], [1.88780, 1.33478, 1.52563], [1.28527, 1.14942, -0.23683], [3.39503, 0.21420, 1.72860], [4.68949, 0.65467, 2.00029], [5.74576, -0.24311, 2.08320], [5.52176, -1.59910, 1.87979], [4.24087, -2.05730, 1.60060], [3.18821, -1.15716, 1.53487], [3.04349, 3.54436, 1.21970], [2.59780, 3.28962, 2.92006], [1.36107, 3.73082, 1.73796], [2.11570, 1.26683, -0.93805], [0.53294, 1.90529, -0.46816], [0.84167, 0.16546, -0.40105], [4.87269, 1.71462, 2.14617], [6.74647, 0.10824, 2.30839], [6.35188, -2.29416, 1.93190], [4.05268, -3.10931, 1.42175], [2.18581, -1.51904, 1.31294], [-4.35345, -2.31503, -3.47134], [-5.37053, -0.58645, -2.30082], [-4.91130, -1.42100, -0.20492], [-7.55760, -1.41974, -2.49714], [0.97468, 1.02312, 4.25709], [0.66596, 0.80424, 2.83791], [1.44215, 0.24319, 4.71043], [-3.17354, 4.12389, 3.09554], [-2.91663, 4.35892, 1.10927], [-1.85195, 6.04493, 0.99135], [-4.73223, 4.82620, 0.44981], [-2.12570, 2.95907, 0.10880], [-3.60913, 5.02434, 3.54289], [-2.22058, 3.91755, 3.59069], [-3.84065, 3.28169, 3.29511], [-2.19732, 6.80224, 1.70059], [-1.92691, 6.45591, -0.01819], [-0.79621, 5.84782, 1.19561], [-5.20747, 5.58635, 1.07623], [-5.37672, 3.94489, 0.43912], [-4.67765, 5.20885, -0.57154], [-2.77715, 2.10224, -0.06523], [-1.15680, 2.64439, 0.51399]]
}

---

Record 3
{
  "formula": "C3H3CdO",
  "method": "wB97M-V/def2-TZVPD",
  "homo_ev": [-14.2, -14.2],
  "total_charge": 1,
  "total_energy_ev": -9760.121,
  "symbols": ["H", "O", "C", "C", "C", "H", "H", "Cd"],
  "xyz": [[-2.49672, 0.49890, -0.65586], [-0.22848, 1.33014, 0.03581], [-2.17945, -0.30086, 0.01826], [-0.93934, -0.84069, -0.09286], [0.16390, 0.15621, -0.11810], [-2.91923, -0.71941, 0.70350], [-0.71626, -1.83940, 0.29239], [2.17619, -0.36087, 0.27800]]
}

---

Record 4
{
  "formula": "C38H57IrN3O3PSTe",
  "method": "wB97M-V/def2-TZVPD",
  "multiplicity": 2,
  "homo_ev": [-14.7, -15.4],
  "total_charge": 3,
  "total_energy_ev": -81175.538,
  "symbols": ["Ir", "C", "O", "C", "C", "C", "C", "C", "C", "N", "N", "C", "C", "C", "C", "O", "C", "N", "C", "C", "C", "C", "H", "H", "H", "H", "H", "H", "H", "H", "H", "H", "H", "H", "C", "Te", "C", "H", "H", "H", "H", "H", "H", "C", "S", "C", "H", "H", "H", "H", "H", "H", "O", "P", "C", "C", "C", "C", "C", "C", "C", "C", "C", "C", "C", "C", "C", "C", "C", "C", "C", "C", "H", "H", "H", "H", "H", "H", "H", "H", "H", "H", "H", "H", "H", "H", "H", "H", "H", "H", "H", "H", "H", "H", "H", "H", "H", "H", "H", "H", "H", "H", "H", "H", "H"],
  "xyz": [[-1.21995, 0.93130, 1.28497], [5.29645, -7.06778, 3.55949], [6.14210, -5.89017, 3.61634], [5.70791, -4.75993, 4.05624], [6.68496, -3.72355, 4.15699], [6.33487, -2.51152, 4.63347], [4.96151, -2.23755, 4.95752], [3.97712, -3.28200, 4.84383], [4.34260, -4.51563, 4.42879], [4.68387, -1.03601, 5.40874], [3.63871, -0.41923, 5.58233], [2.57420, -0.01785, 4.99112], [1.43365, 0.32055, 5.84720], [0.23378, 0.62436, 5.33940], [0.03471, 0.66040, 3.90067], [-1.07660, 0.85141, 3.38374], [1.20676, 0.50108, 3.03382], [0.96294, 0.72435, 1.73970], [1.97951, 0.69793, 0.87762], [3.28364, 0.45084, 1.29550], [3.53146, 0.19556, 2.63391], [2.46888, 0.20312, 3.53415], [5.95510, -7.88149, 3.28194], [4.52683, -6.94067, 2.80054], [4.85120, -7.26340, 4.53247], [7.70236, -3.94929, 3.86779], [7.06402, -1.72005, 4.74988], [2.94967, -3.08072, 5.12099], [3.61044, -5.30677, 4.36530], [1.57978, 0.26203, 6.91829], [-0.61579, 0.82114, 5.98020], [1.74642, 0.90843, -0.15710], [4.09216, 0.48377, 0.57858], [4.54682, 0.03604, 2.97441], [-2.21469, -2.38485, 2.32404], [-3.16034, -0.92107, 1.10840], [-4.64920, -0.47085, 2.55022], [-1.70044, -1.89710, 3.14823], [-1.51258, -2.94014, 1.70695], [-2.97685, -3.05771, 2.71141], [-5.28444, -1.34692, 2.65799], [-5.24556, 0.36078, 2.18508], [-4.18246, -0.22430, 3.49981], [-1.04775, 4.04601, 2.52911], [-2.26255, 3.12310, 1.57153], [-3.52358, 2.84894, 2.83177], [-0.76848, 3.50068, 3.42820], [-1.47220, 5.01289, 2.79485], [-0.18055, 4.20196, 1.89052], [-3.67203, 3.77077, 3.39170], [-3.22400, 2.04730, 3.49995], [-4.44384, 2.59357, 2.31238], [-1.32709, 0.82915, -0.72055], [-0.98766, 1.08471, -2.19867], [0.48758, 0.10250, -2.62834], [0.67550, -0.12240, -4.15704], [1.06875, -1.56591, -4.47582], [2.24677, -2.00070, -3.60493], [1.92003, -1.88971, -2.09471], [0.56713, -1.21804, -1.84409], [-2.45589, 0.59806, -3.14248], [-3.73696, 1.10072, -2.44978], [-4.91804, 0.95024, -3.41779], [-4.78754, -0.31735, -4.27705], [-4.00155, -1.39710, -3.54051], [-2.55281, -0.94269, -3.25603], [-0.45864, 2.82781, -2.32891], [-1.59578, 3.84711, -2.11346], [-2.39022, 4.16744, -3.38380], [-1.47527, 4.54380, -4.54703], [-0.45896, 3.43680, -4.80522], [0.38757, 3.19662, -3.55843], [1.30563, 0.73527, -2.25463], [1.47053, 0.52812, -4.52262], [-0.22466, 0.14479, -4.71542], [1.34585, -1.62983, -5.52776], [0.22367, -2.24259, -4.32860], [3.11035, -1.37838, -3.84911], [2.52159, -3.02455, -3.85490], [2.70625, -1.32200, -1.58459], [1.90067, -2.88300, -1.64262], [0.43460, -1.02842, -0.77504], [-0.22725, -1.89654, -2.14902], [-2.37957, 1.04933, -4.13562], [-3.65820, 2.13307, -2.11521], [-3.89382, 0.49119, -1.55702], [-4.98273, 1.82657, -4.06615], [-5.84548, 0.92681, -2.84308], [-4.28134, -0.08996, -5.21953], [-5.77364, -0.68819, -4.55294], [-3.97826, -2.31089, -4.13337], [-4.50618, -1.63724, -2.60085], [-1.89666, -1.30220, -4.04930], [-2.23079, -1.38998, -2.31293], [0.18923, 2.85977, -1.43898], [-1.13500, 4.77439, -1.75941], [-2.25854, 3.50365, -1.31645], [-3.07581, 4.98818, -3.16875], [-2.99939, 3.31290, -3.68891], [-0.94505, 5.47224, -4.31432], [-2.06922, 4.72733, -5.44230], [0.18811, 3.70263, -5.64135], [-0.98056, 2.51428, -5.08628], [0.91477, 4.12448, -3.31737], [1.15344, 2.44598, -3.75186]]
}

---

Record 5
{
  "formula": "C5H14N2S",
  "method": "wB97M-V/def2-TZVPD",
  "homo_ev": -8.6,
  "smiles": "CNC[C@@H](CS)NC",
  "total_energy_ev": -19226.537,
  "symbols": ["C", "N", "C", "C", "S", "C", "N", "C", "H", "H", "H", "H", "H", "H", "H", "H", "H", "H", "H", "H", "H", "H"],
  "xyz": [[1.17747, 0.80336, -2.13783], [0.29739, 0.84115, -0.95385], [0.02440, -0.46264, -0.34477], [-1.05094, -1.24059, -1.17566], [-0.63418, -3.07647, -1.08335], [-0.44702, -0.25397, 1.09690], [0.63584, 0.34609, 1.87128], [0.18970, 1.20256, 2.92667], [2.19198, 0.73259, -1.74546], [1.06765, 1.80038, -2.55540], [1.00419, -0.01347, -2.83704], [-0.53565, 1.37575, -1.08409], [0.92602, -1.06549, -0.41826], [-1.05138, -0.87638, -2.19726], [-2.02649, -1.11630, -0.71697], [-0.97762, -3.30674, -2.35796], [-0.74247, -1.26793, 1.42097], [-1.34076, 0.36211, 1.24228], [1.19439, 0.84159, 1.21011], [0.97036, 1.83548, 3.34474], [-0.65431, 1.88861, 2.71142], [-0.21858, 0.65033, 3.78353]]
}